Entry 1:
A single C19H20N2O6S2 molecule, computed with wB97M-V/def2-TZVPD.

## Properties
Structure (SMILES): CCS(=O)(=O)c1ccc2oc(SCC(=O)Nc3ccc(OC)cc3OC)nc2c1
Kohn-Sham gap in eV: 8.109
Lowest unoccupied orbital energy in Ha: 0.01020

```
! wB97M-V def2-TZVPD RIJCOSX def2/J DEFGRID3
* xyz 0 1
C 2.289 1.965 3.006
C 3.385 2.458 2.093
S 2.824 2.494 0.358
O 1.713 3.404 0.242
O 3.973 2.758 -0.468
C 2.209 0.850 -0.060
C 2.762 -0.294 0.505
C 2.281 -1.553 0.186
C 1.254 -1.600 -0.736
O 0.563 -2.664 -1.211
C -0.344 -2.117 -2.059
S -1.547 -3.159 -2.752
C -1.944 -4.112 -1.232
C -1.806 -3.250 0.027
O -1.230 -3.670 1.004
N -2.362 -2.024 -0.099
C -2.029 -0.867 0.628
C -1.425 -0.882 1.874
C -1.057 0.303 2.481
C -1.277 1.522 1.844
O -0.894 2.631 2.529
C -1.003 3.895 1.907
C -1.875 1.544 0.587
C -2.265 0.360 -0.017
O -2.881 0.274 -1.232
C -2.917 1.417 -2.054
N -0.282 -0.836 -2.199
C 0.727 -0.444 -1.354
C 1.202 0.810 -0.999
H 2.598 2.038 4.047
H 2.036 0.930 2.792
H 1.395 2.566 2.869
H 3.658 3.490 2.303
H 4.280 1.843 2.112
H 3.579 -0.203 1.202
H 2.674 -2.450 0.634
H -2.968 -4.460 -1.366
H -1.276 -4.968 -1.149
H -2.828 -1.797 -0.972
H -1.237 -1.826 2.356
H -0.599 0.303 3.456
H -0.339 3.963 1.040
H -0.687 4.615 2.660
H -2.035 4.113 1.618
H -2.032 2.480 0.079
H -1.912 1.811 -2.223
H -3.335 1.080 -3.001
H -3.559 2.196 -1.631
H 0.811 1.722 -1.416
*
```


Entry 2:
A molecular structure, C19H20N3O7P2RuTe, computed with wB97M-V/def2-TZVPD.

## Properties
Kohn-Sham gap (spin up / spin down) in eV: 5.711 / 5.672
Lowest unoccupied orbital energy (spin up / spin down) in Ha: -0.23566 / -0.23585

```
! wB97M-V def2-TZVPD RIJCOSX def2/J DEFGRID3
* xyz 1 1
Ru 1.308 2.915 0.548
O 0.684 7.002 1.686
P 0.631 5.432 1.615
O -0.752 4.888 1.803
O 1.324 4.953 0.326
O 1.627 4.977 2.820
P 2.118 3.436 2.890
O 2.789 3.328 4.288
O 0.910 2.529 2.677
O 3.053 3.126 1.726
H -0.164 7.419 1.910
H 2.890 4.150 4.793
N 0.584 -7.764 -1.046
C 0.840 -6.646 -0.947
C 1.156 -5.234 -0.825
C 2.454 -4.832 -0.532
C 2.747 -3.486 -0.389
C 1.740 -2.554 -0.547
C 0.449 -2.938 -0.866
C 0.157 -4.285 -0.998
N 2.044 -1.155 -0.382
C 3.230 -0.527 -0.720
C 3.068 0.771 -0.393
N 1.784 0.950 0.134
C 1.209 -0.231 0.128
H 3.231 -5.575 -0.412
H 3.752 -3.176 -0.128
H -0.323 -2.194 -1.030
H -0.843 -4.604 -1.254
H 4.059 -1.050 -1.171
H 3.772 1.581 -0.473
H 0.223 -0.454 0.498
C -3.810 -2.591 -1.346
C -3.066 -1.309 -1.049
C -2.689 -0.449 -2.073
C -2.074 0.772 -1.815
C -1.686 1.703 -2.949
C -1.809 1.095 -0.486
Te -1.099 3.033 -0.135
C -2.166 0.266 0.574
C -1.978 0.656 2.030
C -2.777 -0.947 0.263
H -3.921 -2.754 -2.418
H -4.807 -2.560 -0.903
H -3.301 -3.456 -0.917
H -2.904 -0.720 -3.104
H -1.967 1.291 -3.916
H -0.607 1.883 -2.973
H -2.184 2.676 -2.859
H -1.214 1.417 2.184
H -1.705 -0.206 2.644
H -2.911 1.054 2.441
H -3.076 -1.607 1.076
*
```


Entry 3:
A molecular structure, C19H20N3O7P2RuTe, computed with wB97M-V/def2-TZVPD.

## Properties
Kohn-Sham gap (spin up / spin down) in eV: 5.881 / 5.912
Lowest unoccupied orbital energy (spin up / spin down) in Ha: -0.23219 / -0.23092

```
! wB97M-V def2-TZVPD RIJCOSX def2/J DEFGRID3
* xyz 1 1
Ru 0.179 0.916 0.300
O 2.971 3.054 2.094
P 1.908 2.037 1.611
O 2.180 0.586 1.821
O 0.471 2.426 1.888
O 1.835 2.176 -0.091
P 2.404 1.058 -1.230
O 3.736 0.521 -0.608
O 2.494 1.663 -2.537
O 1.298 -0.042 -0.949
H 3.867 2.709 2.211
H 3.586 -0.050 0.163
N -5.089 -7.780 -2.598
C -4.568 -6.899 -2.078
C -3.927 -5.801 -1.433
C -3.042 -4.996 -2.148
C -2.422 -3.927 -1.527
C -2.695 -3.660 -0.188
C -3.575 -4.462 0.533
C -4.188 -5.535 -0.091
N -2.082 -2.549 0.448
C -2.032 -2.287 1.806
C -1.403 -1.094 1.955
N -1.080 -0.622 0.712
C -1.479 -1.523 -0.170
H -2.833 -5.213 -3.186
H -1.721 -3.330 -2.091
H -3.807 -4.255 1.567
H -4.875 -6.160 0.460
H -2.425 -2.961 2.543
H -1.170 -0.543 2.851
H -1.391 -1.413 -1.239
C -5.108 -2.335 -2.954
C -4.279 -1.208 -2.434
C -3.333 -0.584 -3.245
C -2.551 0.468 -2.784
C -1.531 1.077 -3.695
C -2.753 0.903 -1.445
Te -1.454 2.393 -0.714
C -3.704 0.290 -0.601
C -3.953 0.704 0.813
C -4.448 -0.760 -1.123
H -4.828 -2.596 -3.973
H -6.165 -2.065 -2.951
H -4.995 -3.222 -2.327
H -3.199 -0.926 -4.263
H -1.540 0.580 -4.665
H -0.519 0.993 -3.296
H -1.733 2.132 -3.875
H -3.173 1.353 1.211
H -4.013 -0.169 1.463
H -4.902 1.237 0.890
H -5.180 -1.244 -0.487
*
```


Entry 4:
A molecular structure, C19H21BF6MnN6O8S5, computed with wB97M-V/def2-TZVPD.

## Properties
Kohn-Sham gap (spin up / spin down) in eV: 7.782 / 7.494
Lowest unoccupied orbital energy (spin up / spin down) in Ha: -0.01374 / -0.01420
Expectation value of S²: 3.78

```
! wB97M-V def2-TZVPD RIJCOSX def2/J DEFGRID3
* xyz 0 4
Mn 0.803 0.225 0.714
C -2.307 -3.163 -5.265
C -1.247 -2.605 -4.317
C -1.525 -2.174 -3.020
C -0.551 -1.782 -2.168
C 0.773 -1.815 -2.580
C 1.109 -2.325 -3.866
C 0.104 -2.734 -4.706
S 2.233 -1.557 -1.533
O 1.871 -2.193 -0.323
O 3.441 -1.705 -2.251
N 2.079 0.068 -1.002
C 2.682 0.974 -1.642
C 1.821 -4.977 1.607
O 2.303 -4.072 2.201
O 1.140 -5.806 1.195
H -3.171 -3.286 -4.601
H -1.988 -4.089 -5.680
H -2.592 -2.514 -6.121
H -2.543 -2.274 -2.636
H -0.711 -1.728 -1.067
H 2.110 -2.313 -4.268
H 0.254 -3.217 -5.623
H 2.589 1.989 -1.269
H 3.395 0.738 -2.417
F 5.460 -0.222 3.845
C 4.521 -0.846 3.187
F 5.031 -1.933 2.557
F 3.604 -1.196 4.052
S 3.710 0.259 1.930
O 2.425 -0.508 1.760
O 4.550 0.272 0.779
N 3.583 1.683 2.577
S 2.501 2.779 2.064
O 3.148 3.887 1.407
O 1.406 2.211 1.364
C 1.639 3.483 3.536
F 0.561 4.155 3.199
F 1.361 2.615 4.470
F 2.549 4.289 4.069
C -0.441 4.134 -1.764
N -1.335 3.825 -0.681
C -2.005 4.751 0.122
C -2.651 4.083 1.072
N -2.329 2.729 0.933
B -2.864 1.798 2.077
N -2.880 0.259 1.573
C -4.005 -0.322 1.024
C -3.788 -1.659 0.930
N -2.525 -1.862 1.481
C -1.892 -3.174 1.635
C -1.996 -0.661 1.857
S -0.444 -0.571 2.549
C -1.551 2.600 -0.161
S -0.752 1.191 -0.823
H -0.504 3.385 -2.543
H 0.642 4.152 -1.438
H -0.760 5.155 -2.017
H -1.914 5.816 0.113
H -3.284 4.389 1.915
H -4.017 1.996 2.194
H -2.261 1.994 3.084
H -4.882 0.307 1.009
H -4.491 -2.393 0.627
H -0.837 -3.075 1.400
H -2.429 -3.902 1.019
H -1.925 -3.537 2.655
*
```


Number 1: calculated total energy -56962.6940 eV. Number 2: calculated total energy -67282.4727 eV. Number 3: calculated total energy -67282.2648 eV. Number 4: calculated total energy -147842.3869 eV.